Entry 1:
43
Properties=species:S:1:pos:R:3:lowdin_spin:R:1 method="wB97M-V/def2-TZVPD" orbital_gap_ev="8.243 / 9.022" multiplicity=4 relative_energy_ev=0.148 s2=3.842 e_lumo_ev="-8.0 / -7.3" charge=+2 homo_energy_ev="-16.195 / -16.355" e_tot_ha=-8196.49983
Cr -0.331 -0.365 0.257 3.1270
C -1.450 2.816 0.894 0.0024
C -2.629 2.105 0.247 0.0031
S -2.186 0.764 -0.892 -0.0197
C -1.403 1.688 -2.255 -0.0003
C -0.084 1.092 -2.716 0.0012
S 1.087 0.759 -1.368 -0.0233
C 1.410 2.433 -0.722 0.0017
C 1.345 2.484 0.795 0.0003
S -0.123 1.729 1.536 -0.0177
H -1.806 3.394 1.746 -0.0008
H -0.978 3.514 0.202 0.0003
H -3.224 2.815 -0.329 -0.0009
H -3.283 1.644 0.980 -0.0001
H -1.285 2.720 -1.929 0.0002
H -2.106 1.690 -3.088 -0.0010
H 0.414 1.751 -3.427 -0.0012
H -0.223 0.131 -3.211 0.0000
H 0.687 3.107 -1.178 0.0003
H 2.399 2.729 -1.071 -0.0010
H 1.398 3.518 1.139 -0.0012
H 2.188 1.963 1.248 0.0001
O -2.726 -1.977 3.299 0.0007
Cl -1.840 -1.087 2.678 0.0081
O -2.414 0.206 2.406 0.0120
O -1.502 -1.652 1.273 0.0198
O -0.584 -0.953 3.346 0.0102
C 3.016 -0.596 1.974 -0.0028
Se 1.550 -1.695 1.333 -0.0502
C 2.374 -2.457 -0.258 -0.0006
C 1.335 -3.303 -0.963 0.0011
Se -0.259 -2.272 -1.481 -0.0571
C -1.636 -3.553 -0.989 -0.0016
H 3.453 -0.016 1.166 -0.0002
H 3.754 -1.272 2.398 -0.0024
H 2.619 0.042 2.761 -0.0001
H 3.198 -3.087 0.079 -0.0016
H 2.772 -1.666 -0.891 -0.0003
H 0.972 -4.114 -0.332 0.0004
H 1.729 -3.721 -1.887 -0.0021
H -1.457 -4.436 -1.598 -0.0019
H -2.593 -3.107 -1.248 0.0000
H -1.582 -3.764 0.073 -0.0008



Entry 2:
43
Properties=species:S:1:pos:R:3:lowdin_spin:R:1 method="wB97M-V/def2-TZVPD" orbital_gap_ev="7.259 / 7.127" multiplicity=5 relative_energy_ev=1.013 s2=6.017 e_lumo_ev="-13.1 / -14.2" charge=+3 homo_energy_ev="-20.403 / -21.361" e_tot_ha=-1512.14040
Ru 0.184 -0.191 0.108 2.9162
N -1.297 -1.708 1.019 0.1714
C -1.390 -2.883 0.108 0.0218
C -0.021 -3.487 -0.212 0.0027
C 0.737 -2.812 -1.355 0.0182
N 1.443 -1.556 -0.923 0.0550
H -0.881 -1.987 1.909 0.0034
H -2.220 -1.336 1.239 0.0072
H -1.903 -2.575 -0.806 0.0027
H -2.019 -3.645 0.573 0.0087
H -0.171 -4.528 -0.497 -0.0002
H 0.599 -3.512 0.692 0.0000
H 0.062 -2.558 -2.172 0.0020
H 1.489 -3.496 -1.752 0.0026
H 1.960 -1.161 -1.712 0.0119
H 2.147 -1.786 -0.215 0.0043
C -2.260 0.021 -3.236 0.0552
Sb -1.119 1.208 -1.886 0.1406
C 0.559 1.971 -2.969 0.0402
C -2.389 2.671 -1.014 0.0022
H -2.631 0.746 -3.966 0.0100
H -3.101 -0.451 -2.732 -0.0004
H -1.629 -0.711 -3.734 -0.0003
H 0.193 2.878 -3.456 0.0067
H 0.838 1.228 -3.714 0.0002
H 1.388 2.221 -2.312 0.0003
H -2.639 3.359 -1.825 0.0018
H -1.875 3.201 -0.216 0.0002
H -3.286 2.173 -0.650 -0.0002
C 2.363 0.888 3.606 0.0059
C 1.447 0.990 2.394 0.0202
O 1.461 -0.171 1.603 0.3977
C 1.886 2.173 1.490 0.0068
F 3.129 2.044 1.102 0.0011
F 1.665 3.347 2.009 0.0031
F 1.113 2.105 0.297 0.0448
C -0.024 1.178 2.849 0.0062
F -0.827 1.266 1.656 0.0265
F -0.281 2.227 3.552 0.0035
F -0.463 0.084 3.449 -0.0003
H 3.382 0.689 3.278 0.0000
H 2.040 0.067 4.245 -0.0001
H 2.342 1.819 4.172 0.0005



Entry 3:
39
Properties=species:S:1:pos:R:3:lowdin_spin:R:1 method="wB97M-V/def2-TZVPD" orbital_gap_ev="9.465 / 8.982" multiplicity=5 relative_energy_ev=0.059 s2=6.011 e_lumo_ev="-6.3 / -6.8" charge=+2 homo_energy_ev="-15.740 / -15.793" e_tot_ha=-2390.76351
Fe 5.466 6.173 8.995 3.7283
C 5.007 9.202 9.719 0.0056
O 4.855 8.099 8.661 0.0555
C 5.366 8.594 7.330 0.0027
C 4.883 7.625 6.373 0.0017
O 5.479 6.404 6.768 0.0412
C 4.652 5.289 6.298 0.0017
C 5.185 4.024 6.921 0.0058
O 5.351 4.326 8.360 0.0591
C 5.244 3.056 9.173 0.0074
H 4.641 8.700 10.611 0.0004
H 6.100 9.515 9.754 0.0002
H 4.341 10.042 9.437 0.0010
H 5.020 9.666 7.144 0.0006
H 6.450 8.674 7.431 -0.0003
H 3.759 7.601 6.161 -0.0001
H 5.233 7.863 5.404 0.0010
H 3.620 5.492 6.666 0.0005
H 4.624 5.393 5.203 0.0008
H 4.466 3.214 6.740 0.0009
H 6.210 3.811 6.548 0.0004
H 4.332 2.604 8.890 0.0007
H 6.123 2.506 8.791 0.0009
H 5.366 3.345 10.227 0.0003
S 7.413 6.319 10.592 0.0607
C 6.574 6.660 12.165 0.0110
N 6.820 7.819 12.841 0.0038
C 6.181 8.192 14.086 0.0006
C 5.638 6.884 14.792 0.0002
C 4.840 6.069 13.804 0.0004
N 5.644 5.836 12.638 0.0056
H 7.373 8.525 12.360 0.0003
H 5.353 8.953 13.957 0.0002
H 6.845 8.761 14.776 0.0001
H 4.971 7.240 15.640 0.0000
H 6.549 6.302 15.039 0.0000
H 3.918 6.648 13.393 0.0003
H 4.413 5.116 14.242 0.0000
H 5.576 4.955 12.106 0.0002